Below is C27H70CrO23S7 as an isolated structure in a non-equilibrium geometry, with properties calculated with ωB97M-V/def2-TZVPD.

Calculated values
net charge: 0
⟨S²⟩: 6.017
M: 1039.30 g mol⁻¹
LUMO energy (spin up / spin down): -0.06 / -0.09 eV
multiplicity: 5
frontier orbital gap (spin up / spin down): 0.2904 / 0.2954 hartree
energy: -180485.046 eV

Structure (XYZ):
```
128
Properties=species:S:1:pos:R:3:lowdin_charge:R:1
Cr 1.10 3.33 -0.21 0.96
C 0.10 -0.51 1.94 -0.02
C 0.77 0.15 0.64 -0.55
C 0.21 -0.10 -0.75 -0.05
O 1.06 1.47 0.87 -0.34
H 0.04 -1.60 1.82 0.06
H -0.89 -0.08 2.11 0.04
H 0.58 -0.33 2.90 0.05
H 1.78 -0.26 0.57 0.09
H -0.23 -1.09 -0.83 0.07
H 0.88 0.07 -1.58 0.06
H -0.69 0.52 -0.83 0.07
C 0.29 3.47 -3.93 -0.06
C 1.75 3.10 -3.45 -0.61
C 2.68 3.74 -4.44 -0.06
O 2.04 3.21 -2.12 -0.32
H -0.47 3.20 -3.19 0.06
H -0.06 3.00 -4.85 0.06
H 0.32 4.55 -4.05 0.07
H 1.71 2.03 -3.64 0.08
H 2.44 3.36 -5.44 0.08
H 3.71 3.50 -4.19 0.07
H 2.65 4.83 -4.46 0.08
O -2.50 2.00 1.46 -0.28
S -3.53 2.35 2.45 0.66
O -3.83 3.75 2.80 -0.30
O -4.86 1.54 2.08 -0.30
C -6.06 2.12 2.45 -0.28
C -7.26 1.40 1.71 -0.04
C -3.33 1.43 3.99 -0.10
H -6.05 3.13 2.02 0.11
H -6.16 2.17 3.53 0.12
H -7.28 0.46 2.25 0.07
H -7.17 1.20 0.64 0.08
H -8.20 1.94 1.87 0.08
H -2.53 1.79 4.63 0.06
H -3.01 0.42 3.72 0.07
H -4.29 1.49 4.50 0.07
O 3.42 -8.89 2.08 -0.31
S 3.01 -7.96 3.18 0.71
O 3.79 -7.74 4.40 -0.32
O 2.79 -6.42 2.58 -0.26
C 2.31 -5.50 3.49 -0.32
C 1.43 -4.55 2.64 -0.05
C 1.35 -8.44 3.75 -0.11
H 3.18 -4.93 3.82 0.12
H 1.75 -5.74 4.38 0.11
H 0.36 -4.76 2.57 0.08
H 1.77 -4.50 1.60 0.06
H 1.52 -3.51 2.94 0.07
H 0.89 -8.42 2.76 0.07
H 0.94 -7.79 4.52 0.07
H 1.34 -9.49 4.02 0.07
O 1.58 -3.35 -2.07 -0.30
S 2.95 -3.77 -2.29 0.71
O 3.20 -5.09 -2.91 -0.30
O 3.91 -2.60 -3.09 -0.22
C 3.82 -1.35 -2.62 -0.42
C 3.54 -0.41 -3.68 -0.06
C 3.79 -3.85 -0.65 -0.09
H 4.75 -0.93 -2.25 0.12
H 3.14 -1.27 -1.76 0.10
H 3.57 -0.89 -4.66 0.11
H 4.28 0.39 -3.69 0.08
H 2.69 0.18 -3.32 0.06
H 3.48 -3.01 -0.03 0.06
H 4.83 -3.89 -0.99 0.07
H 3.45 -4.81 -0.24 0.06
O -4.20 -2.64 2.19 -0.30
S -3.78 -2.38 0.82 0.69
O -2.46 -2.70 0.28 -0.32
O -4.85 -3.29 -0.10 -0.26
C -4.51 -3.37 -1.51 -0.27
C -5.29 -4.50 -2.17 -0.07
C -4.21 -0.68 0.22 -0.08
H -3.43 -3.44 -1.65 0.11
H -4.77 -2.47 -2.07 0.10
H -6.33 -4.21 -2.31 0.07
H -5.40 -5.41 -1.58 0.08
H -4.95 -4.82 -3.16 0.08
H -5.19 -0.38 0.59 0.05
H -4.16 -0.63 -0.86 0.06
H -3.41 0.02 0.50 0.04
O -2.44 1.07 -2.83 -0.31
S -2.36 0.27 -4.05 0.69
O -3.28 -0.88 -4.22 -0.32
O -2.47 1.25 -5.38 -0.26
C -2.87 0.74 -6.61 -0.30
C -1.71 0.99 -7.61 -0.05
C -0.65 -0.33 -4.12 -0.09
H -3.70 1.38 -6.91 0.12
H -3.20 -0.30 -6.68 0.12
H -1.99 0.75 -8.64 0.08
H -0.87 0.37 -7.28 0.06
H -1.44 2.04 -7.50 0.08
H -0.46 -0.80 -5.08 0.07
H -0.45 -0.91 -3.22 0.06
H -0.08 0.60 -3.99 0.04
O 3.27 3.47 0.47 -0.38
S 4.67 3.08 0.26 0.75
O 5.79 4.03 0.02 -0.29
O 5.21 2.03 1.44 -0.29
C 4.22 1.19 2.25 -0.18
C 4.86 1.08 3.67 -0.06
C 4.66 1.76 -1.07 -0.09
H 3.96 0.23 1.81 0.11
H 3.24 1.65 2.37 0.08
H 4.38 0.23 4.14 0.07
H 4.68 1.94 4.32 0.07
H 5.94 0.98 3.76 0.07
H 3.70 1.24 -1.04 0.06
H 5.62 1.26 -0.96 0.07
H 4.82 2.28 -2.01 0.06
O 0.75 4.21 1.79 -0.39
S 1.17 4.25 3.25 0.76
O 2.60 4.32 3.59 -0.26
O 0.45 5.52 4.05 -0.22
C -0.78 5.92 3.61 -0.28
C -1.36 6.99 4.65 -0.04
C 0.49 2.79 3.93 -0.10
H -1.45 5.07 3.55 0.10
H -0.75 6.38 2.62 0.12
H -2.43 7.07 4.48 0.07
H -0.98 8.00 4.50 0.07
H -1.52 6.77 5.70 0.07
H -0.54 2.57 3.65 0.06
H 0.61 2.97 5.00 0.08
H 1.11 1.94 3.65 0.07
```

---

Below is C5H9NO as an isolated structure in a non-equilibrium geometry, with properties calculated with ωB97M-V/def2-TZVPD.

Calculated values
net charge: 0
M: 99.13 g mol⁻¹
LUMO energy: 1.03 eV
energy relative to the best compared isomer or geometry (same formula, charge and spin): 5.140 eV
frontier orbital gap: 0.3820 hartree
energy: -8864.073 eV

Structure (XYZ):
```
16
Properties=species:S:1:pos:R:3:nbo_charge:R:1
C 1.64 0.99 -0.33 -0.60
C 0.62 -0.14 -0.44 -0.25
C 0.59 -1.25 0.64 -0.38
C -0.94 -1.05 0.86 -0.47
C -0.81 0.09 -0.07 0.26
N -1.49 0.95 -0.64 -0.24
O -2.87 1.12 -0.56 -0.59
H 2.63 0.60 -0.56 0.21
H 1.65 1.42 0.68 0.21
H 1.43 1.81 -1.04 0.22
H 0.65 -0.54 -1.46 0.21
H 0.90 -2.23 0.30 0.21
H 1.17 -0.95 1.52 0.21
H -1.28 -0.81 1.87 0.23
H -1.59 -1.84 0.46 0.23
H -2.27 1.67 -1.30 0.54
```

---

Below is C2H4O3Pt as an isolated structure in a non-equilibrium geometry, with properties calculated with ωB97M-V/def2-TZVPD.

Calculated values
net charge: +1
⟨S²⟩: 3.755
M: 271.13 g mol⁻¹
LUMO energy (spin up / spin down): -4.51 / -7.87 eV
multiplicity: 4
frontier orbital gap (spin up / spin down): 0.3032 / 0.3090 hartree
energy: -11513.436 eV

Structure (XYZ):
```
10
Properties=species:S:1:pos:R:3:nbo_charge:R:1
O 0.05 -1.83 -0.27 -0.54
C 0.35 -0.63 -0.59 1.06
Pt -1.62 0.43 -2.12 0.70
O 0.89 0.34 0.07 -0.45
O -0.11 -0.38 -1.74 -0.72
H -0.49 -2.04 -1.24 0.55
C 0.31 0.92 1.24 -0.27
H -0.65 0.48 1.53 0.21
H 1.00 0.69 2.05 0.23
H 0.26 2.01 1.08 0.23
```

---

Below is C10H20N6O4 in the gas phase in a non-equilibrium geometry, with properties calculated with ωB97M-V/def2-TZVPD.

Calculated values
net charge: 0
M: 288.31 g mol⁻¹
LUMO energy: 0.38 eV
energy relative to the best compared isomer or geometry (same formula, charge and spin): 3.579 eV
frontier orbital gap: 0.3537 hartree
energy: -27824.145 eV
SMILES string: [H]/N=C(/N)NCCC[C@H](N)C(=O)N[C@@H](CC(N)=O)C(=O)O

Structure (XYZ):
```
40
Properties=species:S:1:pos:R:3:nbo_charge:R:1
H -0.94 -2.28 -3.40 0.35
N -1.11 -2.12 -4.39 -0.75
C -0.41 -1.16 -4.76 0.60
N -0.55 -0.60 -6.10 -0.85
N 0.62 -0.49 -3.97 -0.67
C 1.04 -1.09 -2.75 -0.23
C 0.05 -0.76 -1.64 -0.42
C 0.28 0.55 -0.91 -0.42
C -0.88 1.03 -0.17 -0.15
N -0.62 2.34 0.37 -0.79
C -1.30 0.04 0.85 0.69
O -2.45 -0.08 1.15 -0.57
N -0.36 -0.56 1.68 -0.69
C 0.85 -0.01 2.31 -0.15
C 0.62 0.35 3.79 -0.50
C -0.35 1.52 4.05 0.69
N -0.95 1.66 5.28 -0.82
O -0.78 2.16 3.13 -0.63
C 1.85 -1.13 2.25 0.75
O 2.97 -1.15 2.62 -0.55
O 1.46 -2.24 1.57 -0.68
H -1.38 -1.02 -6.33 0.38
H -0.53 0.34 -6.35 0.38
H 1.25 0.07 -4.52 0.40
H 1.99 -0.62 -2.51 0.21
H 1.29 -2.21 -2.83 0.20
H -1.04 -0.72 -1.94 0.23
H 0.12 -1.65 -0.88 0.19
H 1.20 0.72 -0.24 0.19
H 0.58 1.31 -1.62 0.23
H -1.79 1.08 -0.84 0.22
H -1.13 2.60 1.18 0.39
H 0.24 2.43 0.72 0.34
H -0.95 -0.98 2.37 0.40
H 1.12 0.78 1.68 0.24
H 0.22 -0.56 4.29 0.23
H 1.47 0.59 4.28 0.25
H -1.80 2.31 5.34 0.41
H -0.52 1.51 6.08 0.38
H 0.62 -1.93 1.15 0.49
```

---

Below is C5H8O as an isolated structure in a non-equilibrium geometry, with properties calculated with ωB97M-V/def2-TZVPD.

Calculated values
net charge: 0
M: 84.12 g mol⁻¹
LUMO energy (spin up / spin down): -0.05 / 0.29 eV
energy relative to the best compared isomer or geometry (same formula, charge and spin): 4.856 eV
frontier orbital gap (spin up / spin down): 0.2723 / 0.2968 hartree
energy: -7357.400 eV

Structure (XYZ):
```
14
Properties=species:S:1:pos:R:3:nbo_charge:R:1
O 0.75 0.82 1.58 -0.69
C 0.47 0.52 0.25 0.14
C 1.39 0.86 -0.73 -0.44
C -1.01 0.66 -0.11 -0.10
C -1.59 -0.69 0.16 -0.49
C -0.13 -1.05 0.02 -0.34
H 1.69 0.64 1.70 0.47
H 2.07 1.71 -0.59 0.19
H 1.39 0.38 -1.70 0.19
H -1.23 1.17 -1.05 0.19
H -2.01 -0.83 1.15 0.22
H -2.25 -1.10 -0.61 0.22
H 0.31 -1.61 0.86 0.23
H 0.16 -1.47 -0.94 0.22
```

---

Below is C8H10BClO2 in the gas phase in a non-equilibrium geometry, with properties calculated with ωB97M-V/def2-TZVPD.

Calculated values
net charge: 0
M: 184.43 g mol⁻¹
LUMO energy: 0.34 eV
energy relative to the best compared isomer or geometry (same formula, charge and spin): 0.294 eV
frontier orbital gap: 0.3381 hartree
energy: -25754.714 eV
SMILES string: OB(O)CCc1ccc(Cl)cc1

Structure (XYZ):
```
22
Properties=species:S:1:pos:R:3:nbo_charge:R:1
O 2.25 3.32 -0.56 -0.93
B 2.36 1.90 -0.50 1.16
O 3.49 1.22 -0.95 -0.89
C 1.28 1.12 0.28 -0.78
C 0.78 0.04 -0.63 -0.41
C -0.46 -0.66 -0.13 0.00
C -0.53 -2.02 -0.15 -0.20
C -1.67 -2.67 0.27 -0.21
C -2.79 -1.92 0.67 -0.06
Cl -4.02 -2.74 1.57 0.00
C -2.72 -0.54 0.73 -0.22
C -1.56 0.08 0.28 -0.20
H 1.56 3.88 -0.17 0.51
H 4.18 1.83 -1.29 0.50
H 0.53 1.89 0.54 0.21
H 1.69 0.70 1.25 0.24
H 0.60 0.38 -1.65 0.21
H 1.59 -0.69 -0.75 0.22
H 0.36 -2.55 -0.37 0.21
H -1.75 -3.76 0.29 0.23
H -3.60 0.03 1.02 0.23
H -1.56 1.14 0.27 0.21
```